Entry 1:
Molecular formula: C49H41NP3PrS2
Method: DFT, ωB97M-V/def2-TZVPD

Geometry as XYZ:
```
97
C49H41NP3PrS2 | OMol25 | ωB97M-V/def2-TZVPD
Pr -1.694 -0.009 -1.283
S -0.909 2.196 -2.818
S -0.709 -2.661 -1.530
P 0.991 -1.692 -1.990
P -1.855 1.006 2.158
P 0.937 1.417 -2.427
N -2.148 0.811 0.655
C 1.805 1.623 -4.009
C 3.122 2.168 -4.015
C 1.625 2.625 -1.188
C 3.426 -2.198 -5.207
C 0.457 0.691 3.680
C -1.385 4.887 1.311
C 2.326 -2.215 -0.872
C 2.385 4.432 0.903
C -5.388 -3.787 0.034
C 1.712 4.045 -1.347
C -5.141 -3.853 2.397
C -1.882 5.580 2.491
C -2.202 4.873 3.611
C 3.853 2.155 -5.180
C -3.171 -3.711 1.014
C -0.034 -1.118 2.157
C -2.115 3.490 3.678
C 2.047 1.075 -6.337
C 2.542 -2.720 -6.177
C 4.254 -1.880 0.575
C -5.121 0.059 5.345
C 2.060 4.939 -0.332
C 4.375 -3.263 0.647
C -5.397 0.700 4.125
C 3.340 1.573 -6.359
C -3.861 -0.441 5.561
C -4.464 0.848 3.104
C 1.194 -1.706 2.303
C 2.940 -1.994 -3.899
C 2.336 3.064 1.068
C -0.390 0.102 2.811
C 1.857 2.198 0.122
C 0.757 -2.756 -4.589
C -1.714 2.793 2.523
C -3.777 -3.758 2.263
C 1.218 -2.970 -5.884
C -3.134 0.441 3.355
C 3.253 -1.428 -0.302
C -1.308 3.499 1.405
C 1.276 1.042 -5.156
C 3.529 -4.138 -0.064
C 1.693 0.092 3.870
C 2.115 -1.106 3.180
C -2.846 -0.175 4.559
C 2.513 -3.586 -0.810
C 1.626 -2.300 -3.614
C 0.723 -0.045 -1.683
C -5.972 -3.791 1.276
C -3.996 -3.822 -0.093
H -4.755 1.342 2.172
H 3.124 -1.446 3.151
H 5.202 -3.740 1.245
H -0.289 -2.911 -4.339
H 0.290 0.444 -5.275
H 2.891 -2.793 -7.195
H 4.465 -2.053 -5.444
H 0.271 1.741 4.115
H 4.956 -1.192 1.047
H 3.880 1.568 -7.282
H -5.933 0.123 6.039
H 2.676 2.787 2.079
H -6.045 -3.839 -0.823
H 1.862 -4.257 -1.363
H 1.702 1.113 0.333
H 3.238 -0.324 -0.481
H 1.545 4.489 -2.325
H -0.687 -1.564 1.324
H 3.635 -5.199 0.081
H 1.445 -2.610 1.816
H 3.518 2.594 -3.122
H 2.774 5.033 1.682
H 1.530 0.650 -7.227
H 3.588 -1.606 -3.173
H -1.195 2.879 0.506
H 2.232 5.990 -0.639
H -1.095 5.342 0.424
H -7.042 -3.618 1.389
H -1.954 6.653 2.501
H -3.626 -3.967 -1.060
H -5.662 -3.713 3.341
H -1.866 -0.343 4.801
H -2.341 5.478 4.531
H 0.559 -3.279 -6.677
H -2.443 3.013 4.670
H -3.256 -3.790 3.174
H 2.354 0.607 4.552
H -3.652 -0.887 6.544
H -2.119 -3.725 0.980
H -6.348 1.214 3.977
H 4.896 2.498 -5.069
```

Values from the calculation:
⟨S²⟩: 2.0032
orbital gap (alpha / beta): 7.363 / 7.402 eV
spin multiplicity: 3
LUMO level (alpha / beta): -0.04 / -0.03 eV
energy relative to the best compared isomer or geometry (same formula, charge and spin): 0.000 eV
HOMO (alpha / beta): -7.41 / -7.43 eV

Entry 2:
Molecular formula: C49H42BN11PTi
Method: DFT, ωB97M-V/def2-TZVPD

Geometry as XYZ:
```
105
C49H42BN11PTi | OMol25 | ωB97M-V/def2-TZVPD
Ti -0.404 -0.269 0.151
P 1.969 -1.102 1.309
N -1.957 2.589 -0.573
N -2.490 4.090 1.464
N -2.326 0.355 1.291
N -3.612 4.596 0.903
N -0.323 2.860 1.244
N -1.333 -1.869 -1.118
N -0.912 -1.905 1.699
N -1.410 1.477 -1.139
N -4.321 -10.157 0.541
N -2.554 1.632 1.659
N 0.435 1.809 0.854
C -3.909 -9.085 0.510
C 3.489 -0.074 -2.270
C -2.197 -7.479 -0.196
C 3.132 -1.014 -0.091
C -0.998 -2.945 3.732
C 0.450 3.963 1.350
C 1.747 3.616 1.059
C -1.897 -3.119 -0.876
C 4.370 -1.655 -0.184
C -2.084 2.906 -2.750
C -1.481 1.686 -2.452
C 4.757 -0.621 -2.310
C 2.302 -5.433 2.887
C 1.164 -0.007 -1.309
C -3.391 -7.744 0.473
C -2.367 3.450 -1.518
C -1.383 -3.874 2.797
C -4.134 0.422 2.615
C 1.679 2.259 0.747
C 2.539 -4.368 3.742
C 5.061 -0.862 2.771
C 1.983 -5.188 1.561
C -3.270 -0.380 1.870
C -3.642 1.699 2.447
C -1.522 -1.647 -2.414
C 1.630 0.709 3.355
C -2.294 4.625 2.697
C 3.901 -0.057 3.283
C 2.603 -0.079 2.736
C -1.344 -3.217 1.533
C -2.229 -2.682 -3.057
C 2.459 -3.073 3.258
C 2.154 -2.817 1.922
C -2.462 -3.621 -2.078
C -1.706 -6.187 -0.232
C 2.627 -0.319 -1.195
C -0.729 -1.770 3.010
C -3.577 -5.426 1.070
C 3.164 1.520 4.990
C 4.148 0.750 4.395
C -1.840 -3.766 0.353
C -4.088 5.471 1.769
C -3.295 5.533 2.931
C -2.387 -5.151 0.405
C 1.900 -3.893 1.056
C 5.182 -1.463 -1.285
C 1.563 -3.699 -0.397
C -4.082 -6.714 1.103
C 1.884 1.493 4.466
B -1.845 2.807 0.957
H 4.690 -2.325 0.601
H 2.623 -2.245 3.937
H -3.432 6.152 3.800
H 5.904 -0.771 3.453
H 4.808 -1.920 2.685
H 6.142 -1.960 -1.346
H 1.015 0.923 -1.862
H -1.666 -4.900 2.962
H -4.978 6.031 1.531
H 2.777 -4.542 4.783
H 2.484 1.610 0.448
H -0.786 -5.971 -0.759
H -2.838 4.376 -1.242
H 0.973 -2.796 -0.565
H 5.400 -0.441 -3.163
H 2.355 -6.450 3.252
H -2.276 3.330 -3.719
H 0.017 4.920 1.580
H 5.150 0.760 4.807
H -5.011 -6.927 1.615
H 0.640 0.744 2.930
H 0.784 -0.813 -1.956
H 2.468 -3.619 -1.002
H 1.783 -6.020 0.895
H 2.615 4.251 1.063
H -4.006 2.641 2.820
H 3.397 2.128 5.854
H -0.904 -3.067 4.799
H 5.384 -0.512 1.792
H -0.425 -0.835 3.449
H 1.091 2.082 4.906
H -1.667 -8.285 -0.684
H -1.075 0.991 -3.160
H 3.123 0.506 -3.110
H -4.110 -4.622 1.561
H -2.511 -2.718 -4.096
H -2.975 -4.564 -2.175
H 0.979 -4.542 -0.771
H -1.127 -0.764 -2.875
H -4.994 0.119 3.185
H -1.478 4.299 3.321
H -3.292 -1.449 1.735
```

Values from the calculation:
⟨S²⟩: 0.7554
orbital gap (alpha / beta): 6.746 / 6.727 eV
spin multiplicity: 2
LUMO level (alpha / beta): -0.81 / -0.83 eV
energy relative to the best compared isomer or geometry (same formula, charge and spin): 0.291 eV
HOMO (alpha / beta): -7.56 / -7.56 eV

Entry 3:
Molecular formula: C49H42BrClI2N9O2PSSr
Method: DFT, ωB97M-V/def2-TZVPD

Geometry as XYZ:
```
109
C49H42BrClI2N9O2PSSr | OMol25 | ωB97M-V/def2-TZVPD
I -5.715 3.661 -5.328
I -2.133 4.666 0.791
Sr -0.203 1.083 0.090
Br -2.001 8.079 1.600
Cl 0.167 -1.507 -3.535
S 1.650 2.394 1.892
P 1.273 -2.466 -0.680
O -0.645 1.544 -2.031
O -1.983 1.623 2.390
N -2.634 -0.587 -0.375
N 2.027 1.336 -0.947
N -2.509 3.976 -2.638
N 0.249 -0.703 2.486
N 4.097 1.432 1.886
N 3.144 1.293 -0.149
N 4.858 -1.528 3.543
N -3.358 3.382 -1.800
N -4.073 0.849 1.998
C -0.193 1.623 -5.619
C 2.317 -1.112 3.631
C 1.952 1.483 -4.588
C -4.469 3.204 -2.493
C -4.963 -0.715 -0.886
C 1.194 1.551 -5.737
C 3.726 -1.321 3.560
C 2.302 1.409 -2.202
C -0.052 -3.679 1.399
C 0.894 -3.656 -2.044
C -0.370 -0.827 3.654
C 3.971 -2.059 0.094
C 3.060 -2.162 -0.955
C 0.083 6.443 4.765
C 0.278 -1.071 4.853
C -0.046 1.553 -3.179
C 4.809 -1.471 -2.473
C 1.648 -1.229 4.846
C 0.238 -5.435 -4.116
C 3.000 1.678 1.081
C 0.809 -5.295 2.955
C -0.574 4.589 3.384
C -3.335 1.056 4.294
C 0.039 -4.080 -4.287
C 1.182 -3.613 0.753
C 3.497 -1.855 -2.246
C -0.795 1.629 -4.381
C 1.379 1.478 -3.307
C 0.067 5.080 4.508
C 5.708 -1.384 -1.419
C -3.034 4.183 -3.859
C -3.879 -0.111 -0.265
C 0.368 -3.204 -3.260
C 2.041 -5.239 2.322
C -3.470 -2.338 -1.784
C 1.574 -0.818 2.479
C -4.319 3.693 -3.803
C -1.176 6.826 2.761
C 0.771 -5.913 -2.928
C -1.199 5.457 2.497
C -4.758 -1.848 -1.660
C 2.225 -4.413 1.222
C -0.541 7.317 3.892
C -2.448 -1.672 -1.123
C -4.054 1.130 0.571
C 1.093 -5.034 -1.910
C -3.048 1.199 2.815
C 5.285 -1.682 -0.135
C -0.242 -4.520 2.485
H 2.084 -0.680 1.533
H -4.956 1.674 0.291
H -0.359 -3.683 -5.212
H 0.938 -6.974 -2.793
H 1.667 1.547 -6.710
H 5.966 -1.616 0.705
H -0.016 -6.120 -4.915
H -0.288 -1.155 5.770
H -4.129 1.746 4.582
H 2.197 -1.444 5.752
H -5.331 2.730 -2.052
H -1.208 -4.560 2.974
H -4.900 0.444 2.400
H -0.808 1.670 -6.511
H 0.568 4.389 5.174
H -0.585 3.525 3.185
H -3.245 -3.209 -2.383
H 3.033 1.428 -4.664
H -1.451 -0.750 3.626
H -3.217 1.798 0.389
H 4.942 1.203 1.383
H -1.874 1.661 -4.288
H 5.129 -1.235 -3.480
H -0.534 8.383 4.075
H -3.663 0.043 4.535
H -1.426 -2.022 -1.204
H -1.560 4.133 -2.340
H 2.865 -5.843 2.681
H -2.471 4.625 -4.663
H -0.864 -3.042 1.063
H 2.809 -1.903 -3.082
H 6.732 -1.083 -1.599
H 1.497 -5.420 -0.987
H 3.675 -2.281 1.107
H -2.435 1.294 4.855
H -5.952 -0.287 -0.778
H 3.187 -4.394 0.728
H 0.668 -5.940 3.813
H 0.587 6.832 5.641
H -5.588 -2.329 -2.162
H 4.202 2.037 2.681
H 3.358 1.453 -2.473
```

Values from the calculation:
orbital gap: 6.808 eV
LUMO level: 0.05 eV
energy relative to the best compared isomer or geometry (same formula, charge and spin): 0.435 eV
HOMO: -6.75 eV

Entry 4:
Molecular formula: C49H42BrIIrN4O3P
Method: DFT, ωB97M-V/def2-TZVPD

Geometry as XYZ:
```
102
C49H42BrIIrN4O3P | OMol25 | ωB97M-V/def2-TZVPD
Ir -1.266 0.167 0.689
I -0.747 2.777 1.844
Br -2.323 -2.333 3.303
P 1.244 -0.011 1.963
O -1.036 -4.181 -1.957
O -0.607 0.879 -5.467
O -2.472 1.252 -3.112
N -2.677 0.287 2.160
N 0.575 0.164 -3.108
N -0.517 -1.542 -1.846
N -0.576 0.706 -1.149
C 4.495 -1.375 -0.281
C 0.237 -1.212 -6.536
C 2.383 2.703 2.583
C -3.028 -0.012 4.517
C 1.322 -2.411 3.643
C 1.487 4.894 1.868
C 2.389 1.284 2.753
C 0.079 -0.272 -5.450
C -0.469 1.656 -6.730
C 0.601 -2.544 -6.308
C 2.733 -2.929 -0.446
C 4.181 2.821 4.283
C -3.548 -1.791 0.284
C -1.864 2.325 -2.427
C -2.660 -0.534 3.279
C 2.465 -1.004 0.994
C 3.711 -0.557 0.587
C -1.513 -2.157 -0.988
C 0.078 3.128 -1.217
C 1.219 -2.901 -5.109
C 4.202 1.444 4.358
C 4.018 -2.560 -0.785
C 0.618 -0.991 5.925
C -0.163 -0.223 -2.006
C 1.980 -2.211 0.465
C -2.217 3.659 -2.645
C -3.642 1.293 2.114
C 3.273 0.710 3.622
C 1.329 3.522 2.039
C 2.536 5.575 2.527
C -4.104 1.795 3.314
C -0.339 4.471 -1.298
C -3.125 -3.978 -0.732
C 3.387 3.482 3.291
C -0.800 2.057 -1.521
C 1.043 -1.015 3.519
C -1.901 -3.506 -1.168
C -3.690 1.249 4.548
C -3.927 -3.087 -0.058
C -1.331 -5.561 -2.371
C -2.259 -1.394 -0.041
C -3.926 1.204 -3.093
C 0.708 -0.655 -4.245
C 3.425 4.898 3.254
C 0.697 -0.351 4.675
C 1.429 -3.031 4.896
C 1.081 -2.320 6.038
C 1.398 -1.872 -4.136
C -1.529 4.744 -1.976
H -0.541 2.706 -6.458
H 1.746 -4.065 4.929
H 2.136 -2.028 -3.348
H 4.195 0.312 1.056
H -1.238 1.318 -7.449
H 1.027 2.924 -0.726
H 0.488 1.365 -7.201
H 2.576 6.666 2.447
H -2.842 -0.535 5.435
H 5.518 -1.105 -0.528
H -3.786 1.829 5.430
H -4.231 1.501 -2.073
H 0.611 -3.264 -7.109
H 0.994 -2.570 0.773
H 0.753 5.458 1.277
H -3.136 3.872 -3.177
H 0.555 1.184 -3.249
H -4.881 -3.435 0.305
H 2.256 -3.850 -0.853
H 0.287 5.327 -0.949
H -4.353 1.865 -3.870
H -1.310 -6.259 -1.538
H 3.276 -0.357 3.745
H 1.549 -3.019 2.762
H 4.658 -3.205 -1.363
H -4.184 0.137 -3.268
H -0.536 -5.778 -3.116
H -2.341 -5.570 -2.835
H 1.595 -3.901 -4.962
H 4.808 3.498 4.919
H -3.508 -4.972 -0.995
H -3.952 1.686 1.146
H -4.843 2.598 3.317
H 1.091 -2.890 6.993
H 4.190 5.385 3.892
H 0.190 -0.473 6.805
H -4.156 -1.235 1.011
H 0.450 0.702 4.641
H -1.894 5.766 -2.033
H -0.119 -2.198 -2.482
H 4.848 0.963 5.116
H -0.017 -0.977 -7.548
```

Values from the calculation:
⟨S²⟩: 8.8319
orbital gap (alpha / beta): 4.316 / 3.026 eV
spin multiplicity: 6
LUMO level (alpha / beta): -7.90 / -11.76 eV
HOMO (alpha / beta): -12.22 / -14.79 eV
total charge: +3

| no. | E (a.u.) |
| --- | --- |
| 1 | -4284.0354 |
| 2 | -3710.5975 |
| 3 | -6935.7206 |
| 4 | -5653.3384 |